## A
88
Properties=species:S:1:pos:R:3 method="wB97M-V/def2-TZVPD" homo_lumo_gap_ev="7.3 / 7.9" lumo_energy_ev="0.264 / 0.264" s2=6.009 multiplicity=5 homo_energy_ha="-0.2574 / -0.2822"
H -6.1828 -2.5812 4.7976
C 2.5657 2.7040 2.2950
C -4.1391 -2.7208 4.2048
H 7.6808 -1.1180 -0.0594
C -3.9858 0.4972 0.9636
N 0.1732 -1.8175 0.2873
O 3.4984 4.8397 0.0965
H 3.2702 4.5544 3.0434
H -3.7524 -2.7763 5.2145
C -3.7725 0.8253 -2.3775
H -4.8892 -4.3548 -2.6615
C -1.6806 -2.8286 1.5914
H -5.4478 0.6917 2.4544
C -0.2884 -2.9723 1.0481
O 5.3488 5.2663 1.6795
Cr -1.1938 0.3196 -0.5723
C 5.2542 1.0943 -1.0061
H -4.6087 0.4707 0.0866
C 6.7552 1.1615 0.8621
H 6.5266 2.8463 2.1841
C 6.1758 2.3431 1.2927
C -5.3389 -1.0108 -2.6848
H -5.5541 -2.5498 0.5397
C 4.6624 2.2755 -0.5892
C -2.9969 -1.5472 -2.0958
C -2.3082 0.4548 2.3132
H 2.2860 2.4074 3.3054
C 1.0181 2.3528 -2.8004
H 3.4786 2.7873 -5.1024
H 1.8951 -2.7040 -0.6417
C -3.4159 0.6112 3.0839
H 1.5930 3.5423 0.5494
C -3.3741 -2.9183 -2.2735
H 6.1746 -1.5424 -0.8753
H -3.5468 0.6880 4.1474
C 6.9283 -0.7612 -0.7609
H 7.4091 -0.6242 -1.7311
N 3.5474 3.7866 2.4434
C 2.8644 2.2681 -4.3788
H -7.0775 -2.4783 2.5113
O -0.4115 1.9747 0.2712
C 6.3006 0.5217 -0.2884
H 3.0798 1.8450 1.8656
N -2.7589 -2.7417 0.8720
H -6.0971 -0.2616 -2.8818
C 2.3026 0.3267 -3.1655
C -5.6500 -2.3376 -2.7571
C -5.1717 -2.5890 1.5532
O 0.8563 0.6730 1.5651
N 0.6414 0.1521 -1.6331
N -4.4749 0.6384 2.2101
H -1.2704 0.4179 2.6000
H 7.5734 0.7298 1.4256
C -3.3064 -2.7618 3.0919
C 0.9519 -2.1864 -0.8805
S 4.3666 4.3686 1.1419
O -2.7524 1.4050 -2.0304
H -0.3139 -3.8354 0.3806
H 1.6794 4.0112 -3.9669
H 3.8502 2.7222 -1.1490
C 0.5423 1.7829 1.0944
H 0.6548 3.7030 2.0073
C 1.3269 3.0265 1.4718
H 0.2237 2.8778 -2.2861
H 0.3955 -3.2243 1.8692
Cl -2.1431 -4.1286 -2.1032
H -1.2512 -2.9101 3.6703
C -4.6503 -3.3041 -2.5680
C -6.0065 -2.5471 2.6537
H 2.8951 -1.7121 -2.8344
C 1.2681 1.0119 -2.5257
H -4.6199 1.4325 -2.7516
H 3.9180 0.4017 -4.6097
C -5.4960 -2.6087 3.9613
N -1.9392 -2.8541 2.9407
H 0.3441 -2.8563 -1.4962
C -3.8000 -2.6907 1.7809
H 0.6464 -1.1258 0.8727
C 1.2758 -0.9822 -1.7005
C 5.1309 2.8896 0.5630
H 4.8957 0.6158 -1.9091
O -1.8118 -1.2342 -1.7658
Cl -7.2729 -2.8576 -3.1190
C -4.0322 -0.5993 -2.3600
N 2.2863 -0.9454 -2.6098
C 1.8334 2.9667 -3.7316
C 3.1187 0.9351 -4.1115
N -2.6797 0.3816 0.9880

***

## B
88
Properties=species:S:1:pos:R:3 method="wB97M-V/def2-TZVPD" homo_lumo_gap_ev="7.3 / 7.9" lumo_energy_ev="0.266 / 0.265" s2=6.009 multiplicity=5 homo_energy_ha="-0.2570 / -0.2823"
C 6.3056 3.1170 -0.1441
C 0.8418 4.7291 -3.1329
C -4.4209 -3.2549 4.3284
S -2.0010 -6.1462 1.8032
N 2.1861 2.9549 0.0712
H 3.6425 4.1162 -2.0473
Cr 0.4645 -0.2437 -1.0758
H -0.5989 -3.7427 2.5733
Cl 2.2065 5.4154 -5.3800
O -0.1650 1.6317 -1.5946
C -3.8436 -4.3878 4.8964
N -1.5418 -0.5744 -0.4509
N 3.3103 2.0844 1.7859
C 1.4720 4.2643 -4.2977
H -1.5457 2.2168 0.7161
N 4.7316 0.2726 -1.4955
H 0.2293 0.0434 1.6067
Cl -0.5637 4.4432 -0.8691
H -6.2687 -2.2801 4.8339
H 6.2200 2.1228 1.7645
N -3.4390 -0.0527 0.5479
C -2.5309 -1.4303 -0.9200
C 0.6619 -2.5992 0.5250
H 5.5592 0.6451 -1.9273
C -1.3962 1.2535 1.2135
H -4.0716 0.4316 1.1593
C -3.5162 -3.9003 2.1778
H -0.4496 -4.3361 0.0429
C 0.0874 -4.4659 2.1329
C -3.7426 -1.1020 -0.3080
N -0.4840 -5.8031 2.3285
C 5.5882 3.6808 -1.2136
H -2.6632 -6.1567 4.5597
H -3.3884 -3.7259 1.1156
O 0.7683 -1.8679 1.5263
C 0.9081 2.0039 -3.6905
O 0.5316 -0.3541 -3.4541
H -3.9752 -4.5810 5.9540
C 0.3885 -4.0819 0.6916
C 4.2712 2.5497 0.9141
C 3.3530 -0.6133 -0.0619
H -3.5761 -4.0471 -2.7371
H 2.8730 -1.1261 0.7554
H -5.2112 -2.5763 6.2142
H 6.1340 4.1347 -2.0311
O 0.7349 -2.2045 -0.6851
C 3.5420 3.0971 -0.1525
H -4.8397 -1.2814 5.0749
H 0.2164 2.9419 1.9053
O -2.2091 -5.7985 0.4237
H 0.8026 5.7898 -2.9254
C -3.6041 -3.2019 -2.0631
C -4.9161 -1.7983 -0.5701
H 0.1319 -6.5845 2.1401
C 4.2066 3.6814 -1.2302
C 5.6619 2.5469 0.9394
H 1.0009 1.7719 2.9579
N 2.6083 -0.0342 -1.0694
C -4.8209 -2.8553 -1.4571
H 3.2267 1.0515 -2.7955
O -2.2489 -7.4946 2.2272
H 1.2498 -4.6314 0.3013
H 5.5580 -0.7054 0.2300
C -5.2279 -2.2975 5.1618
H 3.4624 1.6054 2.6556
H -4.6979 -2.1553 2.5072
C 0.3217 2.4239 -2.4586
C 2.0886 2.3465 1.2159
C 0.7979 2.0179 1.9077
H -5.8561 -1.5397 -0.0998
C 0.8825 0.6170 -4.1095
H -1.8594 1.3116 2.2118
N 0.0248 0.9764 1.2448
H 1.2238 0.4539 -5.1498
C -3.1085 -5.2715 4.1251
C 3.4696 0.4871 -1.9111
C -2.1111 0.2085 0.4217
C 1.4748 2.9304 -4.5869
H -5.7056 -3.4355 -1.6833
C 4.6745 -0.4261 -0.3146
H 7.3877 3.1436 -0.1623
C 0.2694 3.8430 -2.2655
H 0.9917 -4.4242 2.7392
C -2.4438 -2.4957 -1.8104
H -1.4953 -2.7559 -2.2615
C -4.2474 -3.0264 2.9661
C -2.9503 -5.0195 2.7707
H 1.9105 2.5743 -5.5134

***

Q: What are the energies relative to the best structure? A: A 0.0027; B 0.0000, in hartree.

***

## A
20
Properties=species:S:1:pos:R:3 method="wB97M-V/def2-TZVPD" homo_lumo_gap_ev=8.8 lumo_energy_ev=-2.957 homo_energy_ha=-0.4311 total_charge=+1
H 2.3093 0.1363 -1.1534
H -1.4003 -0.2136 -0.7486
H -0.4937 2.6051 -0.6935
H 0.9206 -0.4414 1.3685
H -1.7622 2.1140 1.2290
C -1.8916 1.1168 0.8296
H 2.6100 -0.9226 1.2093
H 2.4911 1.1435 0.1567
N -2.6073 0.2539 1.6550
H -2.9533 -0.5667 1.1807
H 0.9466 0.9330 -0.5516
N -0.3945 1.6515 -1.0266
N 1.8959 0.4362 -0.2676
O 1.0854 -1.8006 -1.3354
C 1.6987 -0.7098 0.6559
C 1.2736 -1.8982 -0.1564
C -1.3066 0.7759 -0.3138
H -3.3443 0.7202 2.1612
H 1.1506 -2.8510 0.3800
H -0.6404 1.6830 -2.0104

***

## B
20
Properties=species:S:1:pos:R:3 method="wB97M-V/def2-TZVPD" homo_lumo_gap_ev=9.1 smiles="NCCNC(=O)C[NH3+]" lumo_energy_ev=-3.533 homo_energy_ha=-0.4656 total_charge=+1
H 2.8849 1.5495 -1.5231
H 1.9390 0.1881 0.9997
H -3.4258 -1.3455 -0.6086
H -2.4087 0.6544 -0.4894
H -3.9514 -1.1326 0.8981
C 1.7766 0.7888 0.1204
N 3.0059 1.0681 -0.6254
N -3.1123 -1.1711 0.3376
C -0.8856 -0.3795 0.8222
H 3.5725 0.2649 -0.9384
H 1.0641 1.5989 0.1781
H -0.3562 0.4054 1.3625
N -0.1217 -0.7637 -0.3858
H -0.5507 -1.5700 -0.8222
H -0.9911 -1.2152 1.5101
C 1.0533 -0.3583 -0.8156
H 3.6854 1.5494 -0.0290
C -2.2928 0.0667 0.4114
O 1.7487 -0.7815 -1.7175
H -2.6342 0.5833 1.3151

***

Q: What are the energies relative to the best structure? A: A 0.0041; B 0.0000, in hartree.